{"formula": "C35H80NO15Zn2", "method": "ωB97M-V with the def2-TZVPD basis set", "elements": ["Zn", "Zn", "O", "O", "O", "O", "O", "O", "O", "O", "O", "O", "O", "O", "O", "O", "O", "N", "C", "C", "C", "C", "C", "C", "C", "C", "C", "C", "C", "C", "C", "C", "C", "C", "C", "C", "C", "C", "C", "C", "C", "C", "C", "C", "C", "C", "C", "C", "C", "C", "C", "C", "C", "H", "H", "H", "H", "H", "H", "H", "H", "H", "H", "H", "H", "H", "H", "H", "H", "H", "H", "H", "H", "H", "H", "H", "H", "H", "H", "H", "H", "H", "H", "H", "H", "H", "H", "H", "H", "H", "H", "H", "H", "H", "H", "H", "H", "H", "H", "H", "H", "H", "H", "H", "H", "H", "H", "H", "H", "H", "H", "H", "H", "H", "H", "H", "H", "H", "H", "H", "H", "H", "H", "H", "H", "H", "H", "H", "H", "H", "H", "H", "H"], "coordinates": [[-4.07193, -17.15973, 9.00177], [0.26155, -23.40781, 11.13317], [-0.82095, -23.00937, 12.80775], [-4.33991, -17.18144, 11.11844], [-0.04518, -15.33090, 9.45420], [-3.73655, -16.87049, 6.96244], [-1.52221, -22.98807, 10.16643], [0.48818, -21.49242, 10.60111], [-4.69996, -25.66234, 6.69954], [2.07086, -23.10330, 12.02082], [3.52987, -20.77081, 12.16588], [-3.43264, -15.11963, 9.03066], [2.34899, -22.51409, 7.13499], [-1.87425, -17.72506, 9.28308], [-3.60297, -22.64749, 12.81302], [-6.07519, -16.63183, 8.78907], [-4.09210, -19.32916, 8.93642], [-7.44735, -16.68048, 8.93380], [-0.27074, -21.11059, 14.21897], [-7.67878, -14.36354, 8.22047], [-7.79836, -18.91091, 7.82389], [-4.54289, -17.60443, 5.97875], [-4.42890, -24.28130, 6.51783], [4.12072, -24.36595, 12.06268], [-10.27054, -17.10774, 8.60043], [3.38683, -19.59843, 12.97900], [-3.81440, -17.65334, 12.39722], [-1.69427, -21.79003, 9.80696], [2.79500, -21.24890, 7.63499], [-4.18123, -13.07687, 10.08819], [-0.48728, -20.87327, 10.11319], [-9.39139, -17.98447, 9.53022], [-2.85615, -21.20772, 9.29920], [2.73031, -24.25982, 12.64728], [3.06009, -18.35096, 12.16081], [-4.03563, -24.80170, 11.82962], [-4.11076, -19.14360, 12.52257], [-0.23721, -22.63440, 14.10556], [-7.88478, -16.08732, 6.46488], [1.25242, -15.85658, 9.78473], [-3.20774, -14.24455, 10.15613], [1.67788, -16.80427, 8.64650], [-1.80177, -18.94751, 9.47581], [-3.71224, -18.73804, 5.41981], [-8.09995, -15.82571, 7.97847], [-0.65664, -19.49861, 10.03494], [-4.40130, -23.81544, 12.91703], [-7.94098, -18.03888, 9.07070], [-9.61965, -15.77012, 8.26121], [-3.08580, -23.85887, 7.10377], [-2.98034, -19.82859, 9.15339], [-7.20724, -18.77113, 10.20650], [4.04735, -20.77213, 6.89813], [3.74517, -20.02253, 6.17777], [0.48455, -20.68372, 13.56090], [0.27689, -19.01405, 10.30086], [-1.77313, -22.99737, 13.08053], [-2.98941, -16.59805, 6.41464], [-4.84621, -16.87313, 5.22675], [-0.75802, -23.10659, 14.93448], [-3.70463, -21.86201, 9.15569], [-9.85568, -18.96189, 9.35116], [-8.06499, -19.95158, 8.01082], [2.61943, -17.56276, 12.76926], [4.11793, -20.47122, 11.45496], [-9.50182, -17.79306, 10.59741], [-6.30231, -19.32153, 9.92999], [-7.02168, -18.07101, 11.02295], [-5.16133, -19.37918, 12.36976], [4.66455, -25.18604, 12.53749], [-4.69864, -25.65385, 11.65426], [-4.26560, -19.27916, 4.64910], [4.50349, -21.60267, 6.34633], [-4.46809, -24.02297, 5.46185], [-5.21021, -23.70399, 7.02355], [-3.19279, -23.92192, 8.19445], [-5.46745, -23.58163, 12.88939], [-3.54337, -19.49924, 6.18579], [-5.17499, -13.45280, 9.83959], [0.01976, -20.84969, 15.24356], [-5.45042, -17.90916, 6.49105], [2.79941, -21.29918, 8.73467], [-4.46971, -25.85975, 7.61333], [-8.02260, -13.72991, 7.39619], [-8.36551, -18.53956, 6.96372], [2.73187, -17.10007, 8.62636], [-2.74124, -18.42597, 5.03409], [-8.75773, -16.60048, 6.04715], [-6.99959, -16.71171, 6.37218], [4.25229, -19.28979, 13.57924], [3.96574, -17.99157, 11.66809], [-4.03911, -24.37180, 10.81726], [2.32647, -18.54696, 11.37254], [-3.69163, -22.21532, 11.95320], [-7.87409, -15.17531, 5.87138], [-7.99537, -13.84757, 9.12980], [4.90285, -20.59116, 7.55217], [2.77782, -24.04975, 13.71638], [2.09872, -25.12873, 12.47561], [-4.23168, -24.32945, 13.86322], [-4.36280, -17.12287, 13.17492], [-5.22834, -16.84256, 11.31078], [-2.99752, -22.78108, 6.93715], [-2.21003, -13.79583, 10.17596], [-3.52879, -19.64730, 11.74435], [-2.73353, -17.53166, 12.35756], [-9.80324, -15.09776, 9.10245], [2.02423, -20.47663, 7.46321], [2.61430, -19.82545, 13.71702], [0.82525, -22.85332, 14.08200], [1.93534, -22.97027, 7.86556], [-3.70796, -19.48801, 13.47990], [-11.24377, -17.00226, 9.08681], [-6.80738, -18.86205, 7.36038], [-3.90572, -12.28469, 9.39295], [1.96411, -15.03430, 9.81684], [-0.66197, -16.06636, 9.60504], [-6.59276, -14.21918, 8.18105], [4.06952, -24.54626, 10.98949], [0.97273, -17.61849, 8.51746], [1.68464, -16.11932, 7.79082], [-10.48168, -17.77496, 7.75985], [4.75844, -23.49849, 12.23248], [-1.25332, -20.65806, 14.09054], [-2.17655, -24.37058, 6.80369], [-10.19252, -15.32700, 7.44248], [1.12924, -16.37618, 10.74261], [-3.02782, -25.21431, 11.93658], [2.66097, -22.32080, 12.15751], [-7.83519, -19.59770, 10.55950], [-3.17810, -14.85531, 11.05669], [-3.08409, -14.70571, 8.23478], [-4.24097, -12.59219, 11.06837]], "mol_weight_g_mol": 885.80, "de_lowest_kcal_mol": 0.0, "charge": 1, "total_energy_ha": -6123.25055, "gap_ev": 3.6}


{"formula": "C6H14O", "method": "ωB97M-V with the def2-TZVPD basis set", "elements": ["O", "C", "C", "C", "C", "C", "C", "H", "H", "H", "H", "H", "H", "H", "H", "H", "H", "H", "H", "H", "H"], "coordinates": [[-2.89003, 0.69573, -0.46193], [-0.42918, -1.42119, 0.29256], [0.55949, -2.54660, 0.05947], [0.92440, 1.98581, -0.92774], [0.23291, 0.66610, 1.57850], [0.22242, -0.01445, 0.36875], [0.62975, 0.52677, -0.89403], [-0.11957, 0.15606, 2.47397], [1.19912, -2.31752, -0.80460], [0.31395, -0.09693, -1.73191], [-1.06263, -1.27700, -0.57850], [-0.95031, -1.64855, 1.20915], [0.49562, 1.72106, 1.65563], [-1.98848, 1.03146, -0.44420], [1.29174, -2.59104, 0.88129], [2.05008, -0.08113, 0.40196], [-3.48361, 1.44909, -0.42878], [-0.04830, 2.55030, -0.91419], [1.37685, 2.33810, 0.01461], [0.11846, -3.55479, -0.02755], [1.55730, 2.42873, -1.72244]], "mol_weight_g_mol": 102.18, "de_lowest_kcal_mol": 136.4, "total_energy_ha": -312.03769, "gap_ev": 6.1}